The following is a quantum chemistry calculation of a structure of composition C5H11NO, from the Open Molecules 2025 dataset.

CARTESIAN COORDINATES (ANGSTROEM)
C 0.55016 -0.48330 -2.34537
C 0.66424 0.43636 -1.15043
C -0.39222 1.42072 -0.81023
N -0.24068 0.20602 -0.02738
C 0.19313 0.31310 1.36272
C -0.35860 -0.86237 2.18491
O -0.81602 -1.89654 1.43464
H 1.04348 -1.44051 -2.14537
H 1.01518 -0.03686 -3.23294
H -0.50011 -0.68388 -2.58189
H 1.68272 0.73018 -0.88939
H -1.29321 1.48302 -1.41916
H -0.08944 2.35068 -0.33154
H 1.25324 0.61508 1.49777
H -0.61857 0.72916 2.04893
H 0.27397 -1.15407 3.01860
H -1.37633 -0.23673 2.82819
H -0.99093 -1.49007 0.55793

Atoms 1-2, force components in eV/Å:
C -0.0340 -0.0158 0.0705
C 0.1492 -0.0777 0.1008

E_HOMO, eV: -9.1
M, g mol⁻¹: 101.15
Relative energy (zero: lowest compared OMol25 entry of this formula, charge and spin), eV: 4.407